13 unconnected molecules or ions with the total composition C25H57N7O32. Source: the OMol25 dataset; level of theory: wB97M-V/def2-TZVPD.

As for the total energy: -3776.59083 hartree. The value obtained for the highest occupied orbital energy (alpha / beta) is -0.45024 / -0.45024 Ha. Its charge is +1. As for the spin multiplicity: 2. Its HOMO-LUMO gap (alpha / beta) is 9.203 / 2.734 eV. For the lowest unoccupied orbital energy (alpha / beta), the calculation gives -3.05 / -9.52 eV.

Bonds (Å) are listed after each position.
Positions of all 121 atoms, in Å:
1 C -3.71 3.62 3.39  N2 1.497, H5 1.090, H6 1.090, H7 1.090
2 N -2.28 3.46 3.80  C1 1.497, O3 1.236, O4 1.176
3 O -2.10 3.96 4.91  N2 1.236
4 O -1.48 2.86 3.17  N2 1.176
5 H -3.77 4.28 2.53  C1 1.090
6 H -4.15 4.25 4.16  C1 1.090
7 H -4.24 2.69 3.16  C1 1.090
8 C -1.03 1.97 -5.14  N9 1.530, H12 1.090, H13 1.090, H14 1.090
9 N -0.17 3.06 -4.50  C8 1.530, O10 1.189, O11 1.193
10 O 0.34 2.85 -3.45  N9 1.189
11 O -0.09 4.05 -5.17  N9 1.193
12 H -0.59 1.82 -6.12  C8 1.090
13 H -2.03 2.41 -5.19  C8 1.090
14 H -1.00 1.16 -4.41  C8 1.090
15 C -0.48 -2.26 4.46  N16 1.452, H19 1.090, H20 1.090, H21 1.090
16 N 0.58 -2.88 5.23  C15 1.452, O17 1.212, O18 1.196
17 O 1.14 -3.84 4.75  N16 1.212
18 O 0.94 -2.32 6.23  N16 1.196
19 H -0.30 -1.19 4.37  C15 1.090
20 H -1.36 -2.32 5.11  C15 1.090
21 H -0.57 -2.87 3.56  C15 1.090
22 C 3.17 4.23 -1.54  N23 1.463, H26 1.090, H27 1.090, H28 1.090
23 N 4.14 3.26 -2.03  C22 1.463, O24 1.244, O25 1.205
24 O 5.00 3.72 -2.81  N23 1.244
25 O 3.93 2.10 -1.78  N23 1.205
26 H 3.13 4.39 -0.46  C22 1.090
27 H 2.16 3.94 -1.79  C22 1.090
28 H 3.50 5.14 -2.06  C22 1.090
29 C 0.73 6.45 2.62  N30 1.510, H33 1.090, H34 1.090, H35 1.090
30 N 1.12 5.62 1.42  C29 1.510, O31 1.227, O32 1.215
31 O 1.78 4.62 1.66  N30 1.227
32 O 0.74 5.97 0.31  N30 1.215
33 H 0.09 7.22 2.20  C29 1.090
34 H 1.59 6.96 3.05  C29 1.090
35 H 0.27 5.75 3.33  C29 1.090
36 C -2.05 -4.56 -0.84  N37 1.478, H40 1.090, H41 1.090, H42 1.090
37 N -2.42 -3.65 0.26  C36 1.478, O38 1.243, O39 1.198
38 O -2.98 -2.60 -0.12  N37 1.243
39 O -2.18 -3.91 1.41  N37 1.198
40 H -2.05 -5.53 -0.34  C36 1.090
41 H -1.13 -4.17 -1.29  C36 1.090
42 H -2.89 -4.61 -1.53  C36 1.090
43 C -3.35 1.10 -1.92  N44 1.486, H47 1.090, H48 1.090, H49 1.090
44 N -4.02 1.71 -0.74  C43 1.486, O45 1.248, O46 1.226
45 O -4.61 2.79 -0.93  N44 1.248
46 O -3.90 1.19 0.37  N44 1.226
47 H -4.18 0.86 -2.58  C43 1.090
48 H -2.94 0.12 -1.66  C43 1.090
49 H -2.77 1.92 -2.34  C43 1.090
50 C 0.98 1.74 -0.68  O51 1.400, H56 1.090, H57 1.090, H58 1.090
51 O 0.29 0.89 0.21  C50 1.400, C52 1.421
52 C -0.12 -0.41 -0.18  O51 1.421, O53 1.223, O54 1.378
53 O 0.10 -0.96 -1.25  C52 1.223
54 O -0.76 -0.99 0.90  C52 1.378, C55 1.472
55 C -1.32 -0.19 2.00  O54 1.472, H59 1.090, H60 1.090, H61 1.090
56 H 1.68 2.34 -0.11  C50 1.090
57 H 0.19 2.39 -1.05  C50 1.090
58 H 1.29 1.25 -1.60  C50 1.090
59 H -2.12 -0.77 2.46  C55 1.090
60 H -1.83 0.73 1.73  C55 1.090
61 H -0.72 -0.01 2.89  C55 1.090
62 C 4.55 -1.44 5.36  O63 1.443, H68 1.090, H69 1.090, H70 1.090
63 O 3.91 -0.15 5.21  C62 1.443, C64 1.322
64 C 3.05 0.11 4.24  O63 1.322, O65 1.258, O66 1.278
65 O 2.57 -0.79 3.50  C64 1.258
66 O 2.86 1.38 4.29  C64 1.278, C67 1.465
67 C 2.16 2.06 3.20  O66 1.465, H71 1.090, H72 1.090, H73 1.090
68 H 4.45 -1.92 6.34  C62 1.090
69 H 5.58 -1.30 5.05  C62 1.090
70 H 4.00 -2.10 4.69  C62 1.090
71 H 1.47 1.39 2.68  C67 1.090
72 H 2.86 2.49 2.49  C67 1.090
73 H 1.80 3.00 3.62  C67 1.090
74 C -5.20 1.10 6.32  O75 1.419, H80 1.090, H81 1.090, H82 1.090
75 O -5.85 0.65 5.14  C74 1.419, C76 1.378
76 C -5.12 0.00 4.17  O75 1.378, O77 1.233, O78 1.402
77 O -3.89 0.13 4.13  C76 1.233
78 O -5.91 -0.65 3.21  C76 1.402, C79 1.398
79 C -5.44 -1.61 2.31  O78 1.398, H83 1.090, H84 1.090, H85 1.090
80 H -4.54 1.95 6.10  C74 1.090
81 H -4.85 0.15 6.71  C74 1.090
82 H -6.04 1.34 6.97  C74 1.090
83 H -4.88 -1.24 1.45  C79 1.090
84 H -6.31 -2.05 1.82  C79 1.090
85 H -4.82 -2.33 2.83  C79 1.090
86 C -1.58 -2.71 -3.75  O87 1.425, H92 1.090, H93 1.090, H94 1.090
87 O -2.17 -1.64 -4.49  C86 1.425, C88 1.312
88 C -3.00 -1.87 -5.49  O87 1.312, O89 1.233, O90 1.289
89 O -3.26 -3.01 -5.90  C88 1.233
90 O -3.46 -0.78 -5.99  C88 1.289, C91 1.423
91 C -4.03 -0.71 -7.30  O90 1.423, H95 1.090, H96 1.090, H97 1.090
92 H -1.50 -2.32 -2.73  C86 1.090
93 H -0.61 -3.00 -4.15  C86 1.090
94 H -2.33 -3.49 -3.63  C86 1.090
95 H -4.40 0.31 -7.39  C91 1.090
96 H -4.78 -1.47 -7.46  C91 1.090
97 H -3.28 -0.88 -8.07  C91 1.090
98 C 1.35 -6.26 -6.43  O99 1.377, H104 1.090, H105 1.090, H106 1.090
99 O 1.61 -4.95 -6.08  C98 1.377, C100 1.383
100 C 1.81 -4.61 -4.75  O99 1.383, O101 1.259, O102 1.278
101 O 1.56 -5.32 -3.75  C100 1.259
102 O 2.22 -3.40 -4.67  C100 1.278, C103 1.347
103 C 2.39 -2.88 -3.44  O102 1.347, H107 1.090, H108 1.090, H109 1.090
104 H 1.95 -6.96 -5.84  C98 1.090
105 H 1.81 -6.39 -7.41  C98 1.090
106 H 0.27 -6.34 -6.37  C98 1.090
107 H 1.52 -2.34 -3.07  C103 1.090
108 H 3.14 -2.10 -3.61  C103 1.090
109 H 2.84 -3.54 -2.69  C103 1.090
110 C 3.90 -0.72 -0.47  O111 1.449, H116 1.090, H117 1.090, H118 1.090
111 O 5.10 -0.06 0.00  C110 1.449, C112 1.348
112 C 6.32 -0.61 0.12  O111 1.348, O113 1.216, O114 1.324
113 O 6.63 -1.78 0.03  C112 1.216
114 O 7.04 0.45 0.42  C112 1.324, C115 1.415
115 C 8.35 0.31 0.93  O114 1.415, H119 1.090, H120 1.090, H121 1.090
116 H 4.03 -1.41 -1.30  C110 1.090
117 H 3.13 0.04 -0.63  C110 1.090
118 H 3.52 -1.32 0.36  C110 1.090
119 H 9.07 0.81 0.29  C115 1.090
120 H 8.75 -0.71 0.89  C115 1.090
121 H 8.49 0.74 1.92  C115 1.090